# 1
{"formula": "C15H13N2O5P", "method": "ωB97M-V with the def2-TZVPD basis set", "homo_energy_ev": -9.0902, "multiplicity": 1, "e_tot_ha": -1406.489425, "relative_energy_kcal_mol": 0.0, "e_lumo_ev": -0.534, "charge": 0, "smiles": "N=P(O)(O)c1c(COc2ccccc2)ccc2c1C(=O)NC2=O", "species": ["P", "O", "O", "O", "O", "O", "N", "N", "C", "C", "C", "C", "C", "C", "C", "C", "C", "C", "C", "C", "C", "C", "C", "H", "H", "H", "H", "H", "H", "H", "H", "H", "H", "H", "H", "H"], "coordinates": [[0.734147, -0.954529, 1.731899], [-0.583904, -1.611897, 1.098093], [5.748850, 0.660691, -1.671801], [4.287800, -1.243134, 1.676503], [0.111595, 0.168009, 2.671270], [-1.475538, 0.861596, 0.707391], [4.874226, -1.263725, -0.590057], [1.564668, -1.994279, 2.520610], [-3.956241, -1.001938, -1.225323], [3.428465, 0.566731, -1.019362], [3.967695, -1.001260, 0.559848], [-5.041217, 0.264501, 0.487337], [2.743503, 1.535465, -1.725572], [2.831948, -0.139183, 0.023207], [4.814910, 0.073413, -1.208032], [-0.656697, 1.499594, -0.233195], [1.434774, 1.748174, -1.379354], [1.479969, 0.046331, 0.381696], [-2.669200, 0.377493, 0.244709], [-3.821308, 0.772404, 0.894183], [-5.115123, -0.625822, -0.568814], [-2.731565, -0.505790, -0.819427], [0.780420, 1.020877, -0.361683], [-3.999904, -1.690332, -2.057256], [-0.605416, 2.564452, 0.015174], [-1.113855, 1.440987, -1.222609], [-6.063555, -1.035177, -0.882797], [-5.942893, 0.572859, 0.996210], [2.542353, -2.058844, 2.297275], [4.307979, -1.826791, -1.228804], [0.876397, 2.502578, -1.919409], [-1.824207, -0.804552, -1.328786], [-0.346051, -2.234830, 0.402327], [-3.769692, 1.468808, 1.717734], [3.225342, 2.087639, -2.519239], [-0.038662, -0.240515, 3.536064]], "forces_ev_per_a": [[0.4, -0.5, 0.6], [0.0, 0.2, -0.3], [-0.4, -0.4, -0.1], [-0.2, -0.3, 0.1], [-0.2, -0.1, 0.1], [0.0, 0.3, 0.0], [-0.2, 0.8, 0.4], [-0.3, 0.4, -1.0], [0.0, -0.1, -0.1], [-0.3, -0.2, 0.3], [0.1, 0.1, -0.5], [-0.2, 0.0, 0.0], [0.3, 0.0, 0.0], [-0.1, -0.1, -0.1], [0.5, 0.1, -0.2], [0.0, -0.1, 0.0], [-0.2, -0.2, 0.2], [0.1, 0.3, 0.0], [0.1, 0.0, 0.0], [-0.2, 0.0, 0.2], [-0.1, -0.1, -0.1], [0.1, 0.0, -0.2], [0.2, 0.1, -0.2], [0.0, -0.1, 0.0], [0.0, 0.0, 0.1], [0.0, 0.0, -0.1], [-0.1, 0.0, 0.0], [-0.1, 0.0, 0.1], [0.2, 0.0, 0.4], [0.3, -0.3, 0.0], [-0.1, 0.0, 0.0], [0.0, 0.0, 0.0], [-0.1, -0.3, 0.2], [0.1, 0.0, 0.0], [0.0, 0.0, 0.0], [0.1, 0.2, 0.1]], "nbo_charge": [2.209, -0.972, -0.476, -0.471, -0.972, -0.505, -0.690, -1.330, -0.211, -0.100, 0.682, -0.189, -0.173, -0.105, 0.659, -0.088, -0.190, -0.412, 0.293, -0.256, -0.233, -0.236, 0.035, 0.213, 0.203, 0.202, 0.216, 0.215, 0.400, 0.378, 0.220, 0.203, 0.501, 0.227, 0.240, 0.516]}



# 2
{"formula": "C29H31AuClN2PSeSi", "method": "ωB97M-V with the def2-TZVPD basis set", "homo_energy_ev": -13.6978, "multiplicity": 1, "e_tot_ha": -4860.906866, "relative_energy_kcal_mol": 22.2, "e_lumo_ev": -7.660, "charge": 2, "species": ["Au", "Se", "Cl", "P", "Si", "N", "N", "C", "C", "C", "C", "C", "C", "C", "C", "C", "C", "C", "C", "C", "C", "C", "C", "C", "C", "C", "C", "C", "C", "C", "C", "C", "C", "C", "C", "C", "H", "H", "H", "H", "H", "H", "H", "H", "H", "H", "H", "H", "H", "H", "H", "H", "H", "H", "H", "H", "H", "H", "H", "H", "H", "H", "H", "H", "H", "H", "H"], "coordinates": [[-0.573693, -0.307291, -1.004341], [-2.014721, 0.957431, 0.682278], [-1.222854, 1.938735, -2.965363], [1.448931, 0.727944, -1.753700], [-0.249218, -2.587307, -0.202901], [-2.354663, -0.690787, 3.033371], [-4.076294, 0.567325, 2.631138], [1.228705, -2.365495, 0.883496], [1.976077, 0.224324, -3.397008], [1.854221, 4.741592, -1.238070], [0.702911, 5.239069, -1.832347], [5.052336, -0.234656, -0.099998], [4.035977, -0.049902, -1.029282], [1.143749, 2.495904, -1.745045], [2.496238, 0.713113, -5.691755], [2.108855, 1.145697, -4.429755], [-3.260843, -0.953650, 4.057467], [-4.985989, 1.536561, 2.030252], [-0.018750, 3.018169, -2.311836], [3.581196, 0.478609, 1.669465], [-5.465471, -0.120405, 4.640109], [2.073957, 3.374898, -1.187278], [-4.356593, -0.140159, 3.803083], [-0.246164, 4.378841, -2.368848], [-1.806399, -3.102188, 0.648294], [2.633601, -1.550777, -4.881764], [0.092358, -3.579503, -1.720839], [2.561095, 0.655480, 0.752802], [2.789002, 0.397813, -0.602545], [4.827462, 0.031058, 1.241964], [-3.212206, -1.802045, 5.155581], [-5.422591, -0.964596, 5.731579], [2.753200, -0.629150, -5.917782], [2.233548, -1.127183, -3.628420], [-2.865489, 0.219851, 2.187847], [-4.317175, -1.792156, 5.983312], [-1.543805, -3.973534, 1.259878], [-5.984720, 1.107343, 2.000176], [2.598475, 1.429046, -6.495687], [-4.331886, -2.436375, 6.851293], [-2.562999, -3.410128, -0.074209], [-4.994546, 2.450746, 2.620872], [-2.356694, -2.430757, 5.360409], [4.224673, -0.238643, -2.077620], [-2.252276, -2.346584, 1.286201], [-4.654361, 1.754639, 1.019973], [3.410524, 0.687915, 2.717175], [-1.149721, 4.757926, -2.825433], [2.137412, -1.842733, -2.821218], [3.045878, -0.963867, -6.903752], [2.585223, 5.417665, -0.817125], [1.589596, 1.010788, 1.084271], [-0.813536, -3.839923, -2.267229], [1.078210, -1.646061, 1.688422], [6.022303, -0.580710, -0.430210], [5.625334, -0.106700, 1.959367], [1.467795, -3.338605, 1.327521], [0.556473, -4.503584, -1.353933], [-1.435956, -1.086433, 2.930255], [-6.315991, 0.520001, 4.453384], [2.975263, 2.989002, -0.730418], [-6.259485, -0.985939, 6.415420], [0.784846, -3.110648, -2.414726], [1.928464, 2.199083, -4.255731], [2.849297, -2.596032, -5.058103], [2.095990, -2.038691, 0.307888], [0.535914, 6.306631, -1.880275]], "forces_ev_per_a": [[-0.3, 1.1, 0.3], [-0.2, -0.1, 0.0], [0.0, 0.0, 0.0], [0.4, -1.3, -0.4], [0.5, -0.2, 0.2], [0.0, 0.0, 0.0], [0.0, 0.0, 0.0], [0.0, -0.1, 0.0], [-0.1, 0.2, 0.0], [0.0, 0.0, 0.0], [0.0, 0.0, 0.0], [0.0, 0.0, 0.0], [0.0, 0.0, 0.0], [-0.2, 0.0, 0.1], [0.0, 0.0, 0.0], [0.1, 0.0, 0.0], [0.0, 0.0, 0.0], [0.0, 0.0, 0.0], [0.0, 0.1, 0.0], [0.0, 0.0, 0.0], [0.0, 0.0, 0.0], [0.0, 0.0, -0.1], [0.0, 0.0, 0.0], [0.0, 0.0, 0.0], [-0.1, 0.1, -0.2], [0.0, 0.0, 0.0], [-0.1, 0.1, -0.1], [0.0, 0.1, 0.0], [0.0, 0.2, 0.1], [0.0, 0.0, 0.0], [0.0, 0.0, 0.0], [0.0, 0.0, 0.0], [0.0, 0.0, 0.0], [0.0, 0.0, 0.0], [0.0, -0.2, -0.1], [0.0, 0.0, 0.0], [0.0, 0.0, 0.0], [0.0, 0.0, 0.0], [0.0, 0.0, 0.0], [0.0, 0.0, 0.0], [0.0, 0.0, 0.0], [0.0, 0.0, 0.0], [0.0, 0.0, 0.0], [0.0, 0.0, 0.0], [0.0, 0.0, 0.1], [0.0, 0.0, 0.0], [0.0, 0.0, 0.0], [0.0, 0.0, 0.0], [0.1, 0.1, 0.0], [0.0, 0.0, 0.0], [0.0, 0.0, 0.0], [0.0, 0.0, 0.0], [0.0, 0.0, 0.0], [0.0, 0.0, 0.0], [0.0, 0.0, 0.0], [0.0, 0.0, 0.0], [0.0, 0.0, 0.0], [0.0, 0.0, 0.0], [0.0, 0.1, 0.1], [0.0, 0.0, 0.0], [0.0, 0.0, 0.0], [0.0, 0.0, 0.0], [0.0, -0.1, 0.0], [0.0, 0.0, 0.0], [0.0, 0.0, 0.0], [0.0, 0.0, 0.0], [0.0, 0.0, 0.0]], "nbo_charge": [0.521, -0.219, 0.038, 1.018, 1.646, -0.515, -0.333, -1.184, -0.331, -0.199, -0.141, -0.211, -0.126, -0.475, -0.190, -0.196, 0.099, -0.418, -0.001, -0.205, -0.220, -0.104, 0.160, -0.224, -1.178, -0.185, -1.172, -0.198, -0.453, -0.161, -0.219, -0.178, -0.162, -0.229, 0.290, -0.171, 0.278, 0.235, 0.240, 0.243, 0.276, 0.234, 0.238, 0.228, 0.251, 0.245, 0.234, 0.252, 0.205, 0.240, 0.243, 0.224, 0.274, 0.254, 0.241, 0.240, 0.277, 0.282, 0.438, 0.242, 0.232, 0.244, 0.260, 0.226, 0.234, 0.269, 0.246]}



# 3
{"formula": "C16H48O9", "method": "ωB97M-V with the def2-TZVPD basis set", "homo_energy_ev": -10.0091, "multiplicity": 1, "e_tot_ha": -1315.313025, "relative_energy_kcal_mol": 107.4, "e_lumo_ev": 0.387, "charge": 0, "smiles": "OCCO.CCO.CCO.CCO.CCO.CCO.CCO.CCO", "species": ["O", "O", "O", "O", "O", "O", "O", "O", "O", "C", "C", "C", "C", "C", "C", "C", "C", "C", "C", "C", "C", "C", "C", "C", "C", "H", "H", "H", "H", "H", "H", "H", "H", "H", "H", "H", "H", "H", "H", "H", "H", "H", "H", "H", "H", "H", "H", "H", "H", "H", "H", "H", "H", "H", "H", "H", "H", "H", "H", "H", "H", "H", "H", "H", "H", "H", "H", "H", "H", "H", "H", "H", "H"], "coordinates": [[-6.144955, -5.396878, 5.082648], [-0.510755, 0.749132, -0.446502], [5.836185, -8.453878, -3.129262], [5.227795, 2.148312, -2.903402], [-3.291015, -3.524878, -8.119732], [3.027305, 3.788212, 6.264348], [3.465155, 7.989572, 1.388938], [-4.477555, 3.278752, 1.881428], [1.362235, 2.000982, 7.462038], [-6.276025, 3.462492, 0.347938], [-5.695805, 2.656602, 1.513658], [-2.614635, -2.289838, -7.818562], [1.733535, 3.516862, 5.638418], [-5.646095, -7.312298, 6.391058], [4.743465, -6.215898, -3.317252], [-1.114215, -0.538368, -0.753992], [2.463275, 8.872262, 0.996088], [1.761145, 8.497342, -0.319482], [-1.165525, -1.254338, 0.607788], [1.129605, 2.177362, 6.042168], [-5.055765, -6.237878, 5.476258], [-3.132615, -1.034398, -8.653642], [5.977795, 0.977912, -3.045152], [4.570675, -7.789458, -3.390372], [7.012595, 0.988882, -1.949862], [-5.415515, 1.655002, 1.187568], [-6.400075, -6.920738, 7.073898], [3.857325, -5.954918, -3.895802], [6.210555, -8.345698, -2.251912], [-4.207155, -0.926078, -8.801082], [-2.522745, -2.003598, -6.770832], [-5.479045, 3.528652, -0.392692], [6.595375, 0.837922, -0.954252], [1.672575, 9.066772, 1.720708], [5.241425, 0.183662, -2.922542], [2.416515, 8.206462, -1.140452], [1.753355, 1.757532, 5.253008], [-3.149085, -3.568748, -9.068162], [-6.654935, 4.384762, 0.788318], [-0.520535, -1.151568, -1.431952], [1.126355, 4.376552, 5.921908], [-4.711835, 4.012562, 2.454368], [0.937035, 7.821482, -0.091082], [-6.260015, -7.945598, 5.750628], [5.626845, -5.768888, -3.773252], [-0.223045, -1.754818, 0.829928], [-6.377545, 2.412072, 2.328238], [-2.063155, -0.410188, -1.274752], [-6.856645, -5.982468, 4.813978], [0.055975, 2.189372, 5.854308], [-2.784225, -0.134268, -8.147202], [2.934835, 9.851152, 0.909488], [-4.414055, -5.660178, 6.141518], [4.332435, 2.066942, -2.566802], [-7.203025, 2.957422, 0.076498], [4.233595, 8.191542, 0.850148], [1.826495, 3.586632, 4.554628], [-1.553335, -2.380278, -8.050002], [7.758345, 1.781142, -1.884322], [3.149395, 4.735392, 6.166658], [-4.451565, -6.588968, 4.639728], [3.759745, -8.227148, -2.808182], [6.550675, 1.045632, -3.969992], [-1.247765, -0.653778, 1.513688], [2.088925, 2.601262, 7.644238], [7.662755, 0.120462, -2.055852], [-2.024245, -1.921948, 0.678528], [-4.876985, -7.886498, 6.907648], [-2.911965, -0.982498, -9.719812], [4.496915, -5.733958, -2.371182], [4.529815, -8.005498, -4.457962], [-0.999765, 1.117342, 0.293018], [1.305185, 9.364012, -0.798102]], "forces_ev_per_a": [[0.6, 0.1, -0.4], [0.2, -0.5, -1.4], [-0.2, -0.4, -0.1], [-0.6, 2.2, -0.6], [0.5, 1.2, 0.6], [-0.7, -1.0, -0.4], [0.0, -0.9, 0.7], [0.0, -0.1, 0.9], [-0.4, -0.7, -1.6], [-0.9, -1.0, 1.8], [0.5, -0.6, -1.1], [0.2, 1.4, -1.5], [-0.4, 2.9, 0.4], [-0.2, -0.5, -1.1], [-2.2, -1.1, 0.0], [0.3, 0.7, 1.9], [-0.3, 1.6, -1.4], [-0.2, 0.7, 0.0], [-0.5, -0.7, 0.1], [1.4, 2.2, 0.6], [-0.8, 0.4, 1.8], [-0.4, -0.6, 0.4], [0.1, 0.9, 1.3], [3.3, 1.2, -0.1], [1.0, -1.7, 1.0], [0.2, 0.0, -0.4], [0.5, 0.5, 0.3], [0.1, 0.7, -0.5], [-0.5, 0.3, 0.2], [-0.4, -0.4, 1.1], [-1.1, -0.6, 0.2], [-0.6, 0.3, -0.2], [-0.3, 0.3, 0.0], [0.3, -0.8, 0.6], [0.8, -0.8, -0.5], [0.2, -0.8, 0.4], [-0.3, -2.8, 0.8], [-0.2, -0.5, -0.2], [0.5, 0.5, -0.5], [0.5, 0.6, 0.0], [-0.5, 0.0, 0.2], [0.2, 0.2, 0.1], [0.3, -0.4, -0.5], [0.2, -0.7, 0.0], [0.0, -0.6, 0.0], [-0.1, -0.5, -0.4], [-0.1, 0.8, 0.3], [-0.3, 0.1, 0.4], [-0.1, 0.0, -0.1], [0.3, -0.3, -0.2], [0.1, 0.1, -0.2], [-0.1, 0.4, -0.3], [0.1, 0.5, -0.4], [0.2, -0.6, 0.0], [0.2, -0.1, -0.9], [0.0, -0.1, 0.0], [0.1, -0.2, -0.2], [0.2, -0.2, -0.4], [-0.6, 0.6, -0.5], [0.2, 0.0, 0.1], [-0.2, -0.3, -0.1], [-0.1, 0.3, -0.1], [-0.7, -0.5, -0.5], [-0.4, 0.9, -0.4], [0.4, 0.0, 0.3], [0.0, -0.4, -0.2], [0.3, -0.5, -0.1], [-0.2, -0.1, 0.0], [1.2, -0.4, 0.0], [0.5, -0.4, 0.4], [-0.9, -0.1, 0.1], [-0.1, -0.1, 0.0], [-0.3, 0.4, 0.5]], "lowdin_charge": [-0.090, -0.105, -0.120, -0.090, -0.078, -0.081, -0.066, -0.086, -0.058, -0.084, -0.341, -0.284, -0.252, -0.100, -0.084, -0.272, -0.348, -0.088, -0.098, -0.212, -0.310, -0.088, -0.324, -0.259, -0.110, 0.103, 0.077, 0.055, 0.071, 0.061, 0.102, 0.082, 0.071, 0.109, 0.117, 0.070, 0.112, 0.074, 0.069, 0.104, 0.112, 0.079, 0.070, 0.066, 0.071, 0.071, 0.108, 0.099, 0.070, 0.124, 0.062, 0.102, 0.105, 0.085, 0.070, 0.087, 0.114, 0.094, 0.076, 0.086, 0.107, 0.106, 0.111, 0.065, 0.057, 0.065, 0.068, 0.074, 0.058, 0.057, 0.103, 0.066, 0.064]}